The following is a quantum chemistry calculation of a molecular structure, C4H6NO3 at a distorted geometry, from OMol25.

LUMO energy, eV: 3.3
Gap between HOMO and LUMO, eV: 7.43
HOMO energy, eV: -4.10

ORCA input file:
```
! wB97M-V def2-TZVPD RIJCOSX def2/J DEFGRID3
* xyz -1 1
N -2.558 0.733 -0.710
O 2.741 0.805 0.035
H 0.109 0.435 -1.199
H 0.585 -1.525 0.488
C 2.325 -0.365 0.232
C -0.078 0.380 -0.127
H -2.255 1.671 -0.426
H -1.854 0.001 -1.267
H -0.110 1.403 0.265
O -1.813 -1.270 0.339
C 0.841 -0.490 0.706
C -1.565 -0.148 -0.052
O 2.911 -1.431 -0.041
H 0.721 -0.200 1.757
*
```


The following is a quantum chemistry calculation of a single C21H25ClIN2O4P molecule at a distorted geometry, from OMol25.

SMILES: CCCCCc1c(CC(=O)Cl)c(OC#N)c(C[C@@H](C)I)c2c1C(=O)N(P(C)C)C2=O
LUMO energy, eV: -0.6
Gap between HOMO and LUMO, eV: 7.86
HOMO energy, eV: -8.43

ORCA input file:
```
! wB97M-V def2-TZVPD RIJCOSX def2/J DEFGRID3
* xyz 0 1
H -0.138 2.294 4.841
C 1.963 1.894 2.837
O -2.046 -1.272 2.783
C 3.778 -1.370 -0.932
C -1.325 -0.159 0.708
O 1.402 2.738 -3.151
C -3.401 2.425 -1.809
O -3.096 1.210 -2.163
C 2.375 -1.306 -1.558
N 0.099 -0.315 2.599
C -2.018 0.711 -1.357
C -3.803 0.290 0.425
H 4.717 -3.335 -0.914
C 1.767 0.131 -1.524
H -4.936 -2.330 -1.647
H -1.382 1.355 -3.765
H 4.515 -1.236 -1.726
P 0.192 1.517 2.550
H 2.576 1.424 2.068
O 1.776 -1.453 1.393
C -0.008 -0.213 0.229
H 5.811 -2.892 1.100
C 4.092 -2.729 -0.261
H 3.149 -3.253 -0.113
C 4.766 -2.594 1.125
H -4.279 -0.819 -2.200
C -0.431 1.195 -3.267
C -0.781 2.176 3.967
H 2.272 1.459 3.790
H 4.652 -1.585 1.510
Cl -0.831 3.978 -3.084
C -4.248 -1.532 -1.377
H -3.767 0.252 1.509
H 1.707 -1.983 -1.035
H 2.359 0.705 -0.808
H -4.269 1.236 0.152
C -4.699 -0.872 -0.085
H -5.693 -0.476 -0.262
H 3.948 -0.568 -0.214
H 1.905 0.602 -2.487
H -1.095 3.172 3.664
C 0.336 0.188 -1.050
N -3.815 3.414 -1.410
C 0.820 -0.750 1.390
C -0.724 0.687 -1.851
H 2.141 2.964 2.802
C -2.375 0.272 -0.072
C -1.261 -0.654 2.149
H 0.221 0.512 -3.796
H 4.254 -3.255 1.822
H 2.499 -1.572 -2.607
I -4.986 -2.420 1.396
H -1.658 1.574 4.185
H -3.262 -1.989 -1.305
C 0.234 2.557 -3.162
*
```


The following is a quantum chemistry calculation of a molecular structure, C6H12GdN2OP at a distorted geometry, from OMol25.

LUMO energy (spin up / spin down), eV: 0.0 / -0.1
Gap between HOMO and LUMO (spin up / spin down), eV: 3.47 / 7.34
HOMO energy (spin up / spin down), eV: -3.50 / -7.48

ORCA input file:
```
! wB97M-V def2-TZVPD RIJCOSX def2/J DEFGRID3
* xyz 0 8
H -2.906 1.883 -1.981
N 1.845 3.181 0.002
H 2.541 3.910 -0.079
C -0.592 -2.964 0.093
O 1.298 0.982 0.202
C -1.865 -2.347 -0.132
H -2.496 -2.482 -1.012
H 3.729 0.583 0.318
H -0.824 2.297 -2.579
H -3.234 -1.236 1.311
H -0.063 -3.622 -0.605
C 2.205 1.898 0.140
H 0.725 -3.050 1.919
P -1.660 1.176 -2.182
H -1.232 -1.617 3.120
H -1.882 0.585 -3.479
C -2.263 -1.694 1.112
H 0.859 3.398 -0.054
Gd -0.492 -0.112 0.044
N 3.489 1.560 0.213
C -0.181 -2.674 1.431
H 4.217 2.261 0.129
C -1.217 -1.916 2.068
*
```


The following is a quantum chemistry calculation of a molecular structure, C28H33BrCrGe2I2NO2S, from OMol25.

LUMO energy (spin up / spin down), eV: 2.0 / 2.0
Gap between HOMO and LUMO (spin up / spin down), eV: 6.90 / 6.51
HOMO energy (spin up / spin down), eV: -4.87 / -4.50

ORCA input file:
```
! wB97M-V def2-TZVPD RIJCOSX def2/J DEFGRID3
* xyz -1 5
H 1.592 -0.735 2.959
C 4.799 2.324 1.687
H 3.792 3.608 -3.303
H 0.169 4.446 -2.336
C -0.379 5.962 -0.951
C -2.205 0.248 -2.213
C 4.210 1.460 -0.869
H -2.722 -5.456 -1.393
Br -5.275 2.752 -3.461
Ge 1.628 2.240 -3.199
H -0.852 2.927 -3.607
H -0.741 6.621 -1.731
H 1.813 0.014 -4.451
H 0.377 -3.459 -3.606
H 4.005 1.116 -1.876
C -0.202 -2.544 -1.775
H -1.814 -0.697 -2.573
I -0.761 0.948 2.389
H 6.828 1.743 1.271
C -0.059 2.460 -4.194
H 2.724 4.033 -4.657
S 0.863 -1.199 -1.867
H -2.529 -3.614 0.303
H 3.093 0.047 2.430
C 5.512 1.363 -0.386
C 2.756 3.816 -3.585
H 2.430 4.700 -3.035
C -0.283 -3.551 -2.755
C 3.499 2.404 1.200
H 2.865 1.252 -5.177
H -0.857 7.320 0.647
H 3.382 0.369 -3.732
H -3.712 0.256 -3.758
C -3.240 2.694 -1.456
H 2.728 2.792 1.853
C -1.168 -4.592 -2.642
C 2.522 0.813 -4.235
C 3.172 1.990 -0.098
C -0.443 6.354 0.379
C -2.171 2.126 -0.769
C 0.623 3.832 -0.319
C -1.926 -3.666 -0.590
C -3.792 2.005 -2.521
H -1.435 -2.372 2.738
N -1.057 -2.643 -0.723
H 2.958 -1.738 2.411
C -0.510 -2.707 3.174
C -2.010 -4.656 -1.530
Ge 1.282 2.001 -0.766
H 6.292 0.949 -1.016
H 0.807 3.565 1.810
H 2.564 -0.803 0.290
O 1.865 -0.748 0.950
H -0.053 5.767 2.407
C 0.008 5.485 1.362
Cr -0.069 0.040 -0.033
H 0.120 3.061 -5.090
H 5.017 2.664 2.694
C 5.814 1.803 0.895
O -1.055 -1.737 0.238
I 0.541 -4.145 2.188
H -0.221 -2.482 4.188
C -3.285 0.782 -2.913
H -3.631 3.661 -1.165
C 0.146 4.719 -1.289
H -0.418 1.475 -4.499
C 2.422 -0.797 2.263
H -1.222 -5.348 -3.414
C -1.616 0.885 -1.114
C 0.522 4.241 1.015
H -1.768 2.679 0.069
*
```


The following is a quantum chemistry calculation of a single C5H5N3 molecule at a distorted geometry, from OMol25.

SMILES: C=Cc1nccnn1
LUMO energy, eV: -0.2
Gap between HOMO and LUMO, eV: 9.30
HOMO energy, eV: -9.54

ORCA input file:
```
! wB97M-V def2-TZVPD RIJCOSX def2/J DEFGRID3
* xyz 0 1
N -0.158 1.397 0.892
H 1.226 -2.259 -0.046
N -0.372 -0.529 -0.644
C 0.304 0.225 0.298
H -2.173 -0.535 -1.713
H 2.958 -1.964 0.830
H -2.774 1.856 -1.116
H 2.180 0.370 1.501
C 1.958 -1.592 0.470
C -1.509 0.078 -1.072
C -1.898 1.362 -0.621
N -1.295 1.935 0.398
C 1.551 -0.344 0.824
*
```


The following is a quantum chemistry calculation of a molecular structure, C26H28N6O4PRhS3 at a distorted geometry, from OMol25.

LUMO energy (spin up / spin down), eV: 2.3 / 2.4
Gap between HOMO and LUMO (spin up / spin down), eV: 6.48 / 6.39
HOMO energy (spin up / spin down), eV: -4.18 / -3.99

ORCA input file:
```
! wB97M-V def2-TZVPD RIJCOSX def2/J DEFGRID3
* xyz -1 2
C -3.426 4.715 0.413
H -8.267 1.971 3.263
H -2.907 1.190 6.213
C -2.510 2.640 1.437
O -1.838 -2.730 3.040
H -3.631 -5.243 4.327
C -3.380 5.573 1.514
N 0.200 -2.216 0.253
H -6.526 0.261 2.813
C -7.169 3.543 2.298
O -3.397 -0.791 3.522
H 1.040 -5.719 1.625
H -3.077 4.545 -1.690
C 2.140 -1.252 1.203
H -5.867 4.911 1.289
C -3.020 6.901 1.353
H -4.162 1.376 4.961
N 1.775 -0.166 0.629
C -7.363 2.241 2.730
H -2.459 1.510 4.526
N 2.869 3.012 -0.208
C -5.236 1.626 1.796
P -2.205 -1.232 2.504
H -3.801 -3.330 2.730
H -3.883 -1.023 5.477
C -6.007 3.890 1.620
S -3.110 -1.363 0.751
H 2.320 3.808 -0.489
C -2.832 -3.754 2.997
H -2.548 -4.466 2.218
C -2.703 7.395 0.095
H -1.917 -4.862 4.598
H -2.980 7.554 2.217
C -6.391 1.282 2.476
O -2.228 3.023 2.554
C -2.576 1.594 -0.528
H -3.594 5.178 2.497
N 2.570 0.892 0.626
O -2.233 0.802 -1.399
H 2.475 -3.747 2.188
N -3.628 2.467 -0.596
C 1.608 -3.654 1.547
S 0.662 1.815 -1.065
H -4.374 2.358 -1.258
C 1.298 -2.393 1.023
H -2.470 6.915 -1.983
H -3.170 -3.724 5.124
C -2.731 6.545 -0.999
H 3.068 -1.303 1.766
C -2.892 -4.440 4.349
H -2.422 8.434 -0.030
C -3.086 5.212 -0.840
C -5.028 2.936 1.364
C 0.819 -4.735 1.232
N -1.914 1.723 0.662
C -3.163 0.990 5.170
S -0.535 -0.209 2.876
H -0.897 -5.376 0.078
H 3.489 3.175 0.572
Rh -0.492 0.013 0.237
H -7.924 4.296 2.492
C -3.114 -0.501 4.902
C -0.266 -4.552 0.379
H -1.380 -3.076 -0.716
C 2.121 1.869 -0.111
H -4.484 0.868 1.603
C -0.533 -3.271 -0.073
H -2.136 -0.908 5.174
C -3.740 3.242 0.619
*
```


The following is a quantum chemistry calculation of 2 unconnected molecules or ions with the total composition C4H4ClF at a distorted geometry, from OMol25.

SMILES: C=C(F)Cl.C#C
LUMO energy, eV: 0.8
Gap between HOMO and LUMO, eV: 10.77
HOMO energy, eV: -9.96

ORCA input file:
```
! wB97M-V def2-TZVPD RIJCOSX def2/J DEFGRID3
* xyz 0 1
H -2.252 -0.651 1.519
H 2.345 -0.591 -2.128
C -1.938 1.531 1.418
C 1.517 -1.016 -1.567
C 1.140 -0.381 -0.458
H -1.452 2.445 1.164
C -2.198 0.383 1.291
H 0.880 -1.842 -1.922
F 0.294 -0.960 0.510
Cl 1.664 1.082 0.173
*
```


The following is a quantum chemistry calculation of 7 unconnected molecules or ions with the total composition C46H100BrN7O15P at a distorted geometry, from OMol25.

LUMO energy, eV: -3.3
Gap between HOMO and LUMO, eV: 6.75
HOMO energy, eV: -10.02

ORCA input file:
```
! wB97M-V def2-TZVPD RIJCOSX def2/J DEFGRID3
* xyz 1 1
N -2.090 -5.693 -0.598
H 2.964 1.426 -3.344
O -4.440 -0.621 5.633
C -1.917 -2.611 -5.558
H 5.452 -2.755 0.857
C -4.769 -1.454 6.749
H 6.087 -2.366 5.641
C -2.736 6.522 -0.166
H 0.909 0.847 -0.009
H -2.033 -4.653 -6.957
H 0.449 -3.861 -2.629
H -2.973 -2.182 -5.846
H 2.733 -0.297 -3.681
H 5.986 -2.219 -1.714
H -0.466 3.288 -5.224
O 0.379 2.117 -3.770
H 5.653 -0.477 1.599
N -2.748 -3.625 -2.066
H 0.372 2.417 -0.943
C -0.368 9.610 -0.994
O 2.577 0.896 -5.327
H -1.502 0.722 7.801
H 5.612 -1.348 7.874
H -5.851 -1.621 6.714
C -4.813 -2.132 0.274
C 7.150 -0.935 3.996
H 0.197 -5.668 1.010
H -1.244 10.685 -2.680
H -1.157 -2.638 -6.460
H -4.938 0.191 8.170
N 0.107 -1.837 0.695
O -1.562 11.745 -0.908
H -1.464 -1.870 -4.745
H -2.385 -7.392 0.806
C -1.831 -6.337 0.781
O 4.407 -1.125 0.052
H 7.406 -3.200 -1.305
Br -3.781 -0.913 -3.044
C 3.434 -6.483 -2.549
H 1.703 10.052 0.772
H -1.248 1.338 1.678
O -1.259 -6.164 -2.929
H -2.886 -0.181 4.374
C 0.024 -7.557 1.979
H -2.845 1.387 8.759
C 7.055 -2.182 -1.486
H 7.307 0.599 0.065
C -1.444 10.508 -1.616
C -3.671 7.291 -1.106
H 3.282 -3.974 -2.393
C 7.775 0.790 6.899
C 0.325 1.871 0.093
H -4.276 -2.431 6.666
H -1.419 -7.652 -1.388
C -3.966 -4.139 -2.805
C -3.071 7.098 -3.392
C 4.432 -2.381 0.721
C -6.802 -3.680 0.419
H -2.297 7.424 -4.091
N -2.491 -3.250 0.335
H -2.295 -5.671 1.634
H -7.120 -4.056 -0.660
H -0.227 -7.107 3.048
H 6.997 -1.827 3.383
O 7.356 -0.539 7.196
H -4.482 6.648 -1.470
H -5.051 -1.627 1.331
H -7.375 -2.722 0.768
H 4.085 2.310 -5.374
H 4.611 -6.578 -2.441
H 3.141 -8.951 -2.761
C 2.581 -7.901 -2.737
H 2.444 2.976 -5.113
O -2.950 7.866 -2.200
H -1.266 -3.200 3.683
H -4.234 -5.276 -2.559
H -4.998 -3.857 1.376
N -0.339 -6.559 0.896
H -1.892 2.623 0.352
H 0.399 -2.194 -0.254
H 3.878 -3.104 0.117
H 6.352 0.134 -1.353
C 0.200 -6.307 -2.797
H 0.872 2.582 0.870
H 7.600 -1.769 -2.343
C -1.984 -6.687 -1.761
H -2.939 6.027 -3.206
C -0.845 5.594 -1.254
C -0.889 12.812 -1.567
C 0.951 -7.784 -2.855
H -2.411 10.001 -1.536
H -1.676 -1.827 -2.002
H 0.108 12.518 -1.911
N -2.110 -3.944 -4.871
H -0.780 13.638 -0.860
H -0.362 8.653 -1.524
H 0.998 -1.854 1.257
O -3.007 -0.603 8.221
H -5.438 -1.640 -0.606
H 0.298 0.058 -4.114
H -0.738 6.551 -1.771
H -1.339 1.781 -4.868
H -0.472 -4.941 -5.888
H -2.419 -0.521 1.589
C -1.899 0.447 -0.402
O 5.923 -0.557 4.609
H -0.988 -0.068 -0.918
H 2.913 2.368 -6.711
C 0.887 0.797 -3.557
H -1.943 7.174 0.219
H -3.086 -7.053 -2.037
H 3.943 -2.289 1.695
H -4.959 -3.546 -2.600
H -0.520 -8.573 1.764
H -0.163 5.559 -0.396
H 0.776 0.581 -2.490
C -2.854 -0.529 0.503
C 5.594 -1.390 5.725
H -3.039 1.102 7.002
C 2.373 0.707 -3.923
C -2.397 -4.347 -0.747
C -3.193 -1.996 -0.123
O -4.577 -4.349 -5.287
P -1.039 -3.067 1.390
H 2.252 11.435 -0.203
O 7.328 -1.402 -0.326
C -3.213 -0.999 5.020
H 7.518 1.451 7.734
H 4.512 -1.556 5.690
O 0.936 10.179 -1.144
C -3.548 -4.165 -4.424
H 7.324 1.166 5.978
C 5.942 -0.706 7.051
C 1.055 -4.880 -2.636
H -4.122 8.120 -0.551
H -0.586 9.410 0.062
H -7.075 -4.548 1.192
H -3.897 0.050 0.578
N -5.294 -3.558 0.399
H 7.478 -0.116 3.349
H 8.861 0.786 6.777
H 0.620 11.449 0.492
H 4.915 0.776 0.585
H -0.577 4.793 -1.947
H -4.751 -1.413 8.898
C -2.806 -2.116 -1.746
H 1.202 -7.712 1.916
H -1.484 13.153 -2.418
C -2.588 0.725 7.923
O -1.536 -2.508 3.005
C 1.389 10.813 0.048
C -1.663 -4.978 -5.893
H 0.173 1.745 -5.822
H -2.485 1.034 -1.259
O -2.180 5.371 -0.810
C 3.024 2.212 -5.636
H -4.051 7.274 -3.844
C -0.348 2.227 -4.989
C 2.700 -4.993 -2.522
H -3.366 -1.892 4.408
H 5.425 0.256 7.146
C -1.243 1.656 0.550
H -3.318 6.160 0.687
C 5.382 -0.215 0.568
H 7.936 -1.126 4.734
C -4.421 -0.771 8.076
H -2.427 -1.191 5.758
H 0.309 -8.762 -2.990
H -1.944 -6.086 -5.602
C 6.622 -0.158 -0.331
*
```


The following is a quantum chemistry calculation of a single C5H10O2 molecule, from OMol25.

SMILES: C[C@@H](O)[C@H]1CCO1
LUMO energy, eV: 1.1
Gap between HOMO and LUMO, eV: 11.07
HOMO energy, eV: -10.02

ORCA input file:
```
! wB97M-V def2-TZVPD RIJCOSX def2/J DEFGRID3
* xyz 0 1
H -2.848 0.837 0.550
C -0.287 0.404 -0.270
C -1.511 -0.392 -0.731
O -0.833 0.532 1.065
H -2.010 -0.052 -1.641
C -2.108 0.028 0.614
H 0.501 -1.026 1.425
C 1.051 -0.335 -0.265
H 3.170 0.007 -0.046
H 1.165 -0.799 -1.255
C 2.242 0.586 -0.018
O 0.992 -1.391 0.670
H 2.168 1.074 0.960
H -0.192 1.394 -0.738
H 2.294 1.362 -0.791
H -2.494 -0.766 1.262
H -1.298 -1.463 -0.790
*
```


The following is a quantum chemistry calculation of a single C3H5NO2 molecule at a distorted geometry, from OMol25.

SMILES: CC(=O)/C=N/O
LUMO energy, eV: 0.0
Gap between HOMO and LUMO, eV: 10.28
HOMO energy, eV: -10.25

ORCA input file:
```
! wB97M-V def2-TZVPD RIJCOSX def2/J DEFGRID3
* xyz 0 1
H 1.519 1.423 1.152
C -0.600 -0.710 -0.011
H 0.596 1.767 -0.549
H 2.519 1.025 -0.482
O -2.755 -0.123 0.031
N -1.424 0.240 0.077
H -2.848 -1.065 -0.187
C 1.409 1.016 -0.029
O 1.602 -1.396 0.057
H -0.885 -1.755 -0.056
C 0.868 -0.422 -0.003
*
```